(1)
# C10H36FeN18O12

A molecular structure, C10H36FeN18O12 in a non-equilibrium geometry (ωB97M-V with the def2-TZVPD basis set, the OMol25 dataset).

Positions of all 77 atoms, in Å:
Fe  2.841  -0.884  -0.451
C  0.417  -0.167  -0.628
O  -0.758  0.279  -0.670
O  0.848  -0.943  0.303
O  1.338  0.051  -1.532
C  -1.544  -3.728  1.350
O  -1.989  -2.958  2.199
N  -1.008  -3.291  0.152
N  -1.599  -5.083  1.474
H  -0.710  -2.328  0.147
H  -0.597  -4.042  -0.360
H  -1.336  -5.788  0.814
H  -1.883  -5.433  2.374
C  3.349  1.372  1.821
O  3.338  0.535  0.876
N  3.562  1.025  3.124
N  2.917  2.629  1.648
H  3.837  0.080  3.330
H  3.577  1.710  3.851
H  3.059  3.316  2.365
H  2.484  2.948  0.778
C  -0.276  -2.008  -3.885
O  -0.181  -3.012  -4.590
N  -1.054  -1.944  -2.770
N  0.294  -0.824  -4.271
H  -1.405  -2.767  -2.319
H  -0.883  -1.134  -2.188
H  0.607  -0.605  -5.196
H  0.683  -0.224  -3.560
C  -2.018  2.065  -4.208
O  -1.934  2.578  -5.343
N  -1.181  2.521  -3.233
N  -2.808  0.973  -3.998
H  -0.473  3.128  -3.599
H  -1.277  2.295  -2.267
H  -2.695  0.502  -3.086
H  -3.179  0.472  -4.779
C  -1.217  4.206  1.816
O  -1.668  4.617  0.761
N  -0.603  4.967  2.774
N  -1.107  2.847  2.074
H  -0.230  4.620  3.635
H  -0.663  5.960  2.616
H  -1.055  2.659  3.059
H  -1.453  2.238  1.351
C  1.841  3.688  -2.129
O  1.829  4.818  -2.602
N  1.340  3.404  -0.880
N  2.302  2.593  -2.816
H  1.174  2.451  -0.606
H  0.820  4.192  -0.513
H  2.683  2.821  -3.721
H  1.984  1.648  -2.679
C  2.571  -4.657  1.080
O  2.852  -3.830  1.933
N  1.865  -4.282  -0.057
N  2.791  -6.016  1.096
H  1.468  -3.359  0.049
H  1.248  -4.957  -0.469
H  3.352  -6.440  1.813
H  2.417  -6.588  0.370
C  -3.986  -0.488  -0.405
O  -5.184  -0.791  -0.406
N  -3.471  0.518  -1.205
N  -3.056  -1.001  0.436
H  -2.536  0.862  -1.056
H  -4.159  0.967  -1.784
H  -3.260  -1.709  1.123
H  -2.105  -0.744  0.228
C  -0.044  0.364  4.489
O  -0.048  -0.016  5.644
N  0.800  1.369  4.043
N  -0.620  -0.297  3.457
H  1.463  1.825  4.634
H  0.862  1.487  3.051
H  -1.041  -1.198  3.635
H  -0.518  -0.066  2.487

Properties
Strongest force on any atom = 0.063 hartree/bohr
HOMO energy (alpha / beta) = -8.82 / -8.82 eV
Expectation value of S² = 6.007
ΔE to the lowest compared entry with this formula, charge and spin = 199.69 kJ/mol
Lowest unoccupied orbital energy (alpha / beta) = -2.51 / -2.68 eV
Gap between HOMO and LUMO (alpha / beta) = 6.31 / 6.14 eV
Spin multiplicity = 5
Total charge = 0
Total energy = -3555.20426 a.u.

(2)
# C10H36N12O8

8 unconnected molecules or ions with the total composition C10H36N12O8 in a non-equilibrium geometry (ωB97M-V with the def2-TZVPD basis set, the OMol25 dataset).

Positions of all 66 atoms, in Å:
C  -1.840  -7.888  -2.293
C  -2.976  -7.303  -3.170
O  -3.612  -6.155  -2.571
H  -1.024  -7.177  -2.164
H  -1.343  -8.782  -2.669
H  -2.187  -8.139  -1.291
H  -3.624  -8.125  -3.474
H  -2.551  -7.008  -4.129
H  -4.002  -6.312  -1.708
C  1.496  -1.587  0.993
C  0.138  -2.129  0.463
O  0.205  -1.908  -0.914
H  1.540  -0.499  0.930
H  2.342  -2.096  0.531
H  1.561  -1.837  2.051
H  -0.699  -1.527  0.817
H  0.089  -3.144  0.857
H  -0.535  -2.401  -1.277
C  -1.183  -1.256  -9.074
O  -1.431  -2.184  -9.809
N  -1.372  -0.008  -9.356
N  -0.738  -1.462  -7.902
H  -1.200  0.548  -8.531
H  -1.795  0.365  -10.193
H  -0.486  -2.431  -7.764
H  -0.728  -0.674  -7.271
C  -2.811  2.362  5.482
O  -1.873  2.016  6.180
N  -3.599  1.494  4.911
N  -3.135  3.602  5.374
H  -4.333  1.771  4.275
H  -3.306  0.550  5.121
H  -2.523  4.261  5.833
H  -3.839  3.841  4.690
C  2.288  -2.698  9.789
O  2.774  -3.768  9.961
N  2.507  -1.740  10.617
N  1.557  -2.340  8.770
H  2.389  -0.796  10.278
H  3.368  -1.927  11.113
H  1.221  -3.074  8.163
H  1.107  -1.451  8.603
C  4.598  2.231  -3.549
O  5.352  2.776  -4.354
N  4.176  2.732  -2.426
N  4.036  1.114  -3.883
H  3.879  2.068  -1.726
H  4.684  3.493  -1.999
H  3.169  0.900  -3.412
H  4.138  0.827  -4.846
C  -2.176  3.800  -4.140
O  -1.462  3.329  -5.028
N  -2.574  4.992  -4.069
N  -2.588  3.140  -3.103
H  -2.230  5.491  -4.877
H  -3.209  5.422  -3.412
H  -2.312  2.202  -2.851
H  -3.433  3.463  -2.652
C  3.045  5.285  3.108
O  4.143  5.688  2.784
N  2.722  4.254  3.829
N  1.964  5.896  2.858
H  3.390  3.604  4.219
H  1.736  4.160  4.024
H  1.085  5.407  2.955
H  2.026  6.738  2.304

Properties
Strongest force on any atom = 0.147 hartree/bohr
HOMO energy = -9.38 eV
ΔE to the lowest compared entry with this formula, charge and spin = 558.85 kJ/mol
Lowest unoccupied orbital energy = -0.31 eV
SMILES = NC(N)=O.NC(N)=O.NC(N)=O.NC(N)=O.NC(N)=O.NC(N)=O.CCO.CCO
Gap between HOMO and LUMO = 9.07 eV
Total charge = 0
Total energy = -1661.65204 a.u.